1.
The following is a DFT calculation (wB97M-V/def2-TZVPD) of one molecule with the formula C5H8O at a distorted geometry.

Structure (XYZ):
```
14
Properties=species:S:1:pos:R:3:mulliken_charge:R:1
O -0.1144 -2.0742 0.4039 -0.53
C 0.0732 -1.0491 -0.1909 0.59
C 1.3476 -0.6969 -0.9092 -1.15
C -0.2285 0.9639 1.5897 -0.65
C -0.7502 1.1051 0.3669 -0.32
C -1.1561 -0.0357 -0.4866 -0.33
H -0.6531 2.0570 -0.1416 0.29
H 1.5769 0.3579 -0.7835 0.33
H -1.2060 0.2335 -1.5396 0.30
H -0.3532 0.0649 2.1715 0.28
H -2.0522 -0.5307 -0.1132 0.25
H 1.2207 -0.9022 -1.9719 0.32
H 2.1650 -1.3109 -0.5370 0.33
H 0.1301 1.8173 2.1416 0.29
```

For the relative energy (zero: lowest compared OMol25 entry of this formula, charge and spin), the calculation gives 119.99 kJ/mol. Its structure (SMILES) is C=CCC(C)=O. The HOMO-LUMO gap comes out at 10.2124 eV. The calculation puts the LUMO energy at 0.993 eV.

2.
The following is a DFT calculation (wB97M-V/def2-TZVPD) of one molecule with the formula C15H20FN3OS.

Structure (XYZ):
```
41
Properties=species:S:1:pos:R:3:mulliken_charge:R:1
S -0.2116 4.2592 -1.7945 -0.11
F 3.1638 -1.9800 0.7029 -0.37
O 2.7706 -2.7693 -1.8074 -0.44
N 0.4441 1.2511 1.6865 -0.03
N -2.7571 -1.5157 1.3200 0.47
N -3.6117 -0.9119 2.1366 -1.09
C -0.6552 -1.8983 -0.7539 -1.34
C 1.6847 -2.3679 -1.1013 0.62
C 0.8893 -1.5129 1.0343 -0.40
C -1.5051 -0.9915 1.3843 -0.11
C 0.9473 2.0211 -0.5651 -0.27
C -0.4183 -1.4767 0.5503 0.49
C 1.9052 -1.9489 0.2183 0.74
C -1.5800 0.0452 2.3076 1.35
C 0.3756 -2.3343 -1.5686 -0.50
C -2.9199 0.0404 2.7301 -1.24
C -2.0052 3.9985 -1.6730 -0.77
C 0.3843 2.5298 -1.8828 -0.89
C -0.0955 1.9657 0.5472 -0.88
C 2.5871 -3.2080 -3.1307 -0.88
C -0.5199 1.0064 2.7433 -1.11
H -1.6567 -1.8657 -1.1583 0.44
H -2.2438 3.4370 -0.7752 0.21
H 0.0228 0.5868 3.5985 0.36
H -0.9708 1.4097 0.1967 0.34
H 1.7741 2.6640 -0.2564 0.36
H -0.4191 2.9888 0.8085 0.42
H -2.3553 3.4760 -2.5590 0.26
H 1.1611 2.5260 -2.6473 0.42
H -2.4557 4.9844 -1.6251 0.35
H 3.5784 -3.4814 -3.4877 0.25
H 1.1155 -1.2036 2.0391 0.45
H 1.3395 1.0123 -0.7154 0.05
H -3.0554 -2.3072 0.7727 0.22
H -1.0181 1.9311 3.0901 0.41
H 2.1805 -2.4136 -3.7648 0.35
H 1.9316 -4.0836 -3.1765 0.35
H 1.2434 1.7554 2.0563 0.26
H 0.1498 -2.6441 -2.5765 0.37
H -3.3905 0.6918 3.4395 0.53
H -0.4525 1.9198 -2.2202 0.35
```

For the relative energy (zero: lowest compared OMol25 entry of this formula, charge and spin), the calculation gives 4.39 kJ/mol. Its structure (SMILES) is COc1ccc(-c2[nH]ncc2CNCCCSC)cc1F. The HOMO-LUMO gap comes out at 8.8066 eV. The calculation puts the LUMO energy at 0.636 eV.

3.
The following is a DFT calculation (wB97M-V/def2-TZVPD) of C45H53MnN5O5S as an isolated structure at a distorted geometry.

Structure (XYZ):
```
110
Properties=species:S:1:pos:R:3:mulliken_charge:R:1
Mn 0.2328 -0.2322 -0.1215 0.64
S 4.1571 -0.5968 1.2062 0.25
O 2.5857 -3.8518 -0.2031 -0.86
O 2.6892 -0.5339 0.9973 -0.22
O 2.0922 -6.2935 4.5436 -0.73
O 2.9702 -4.5387 5.6638 -0.75
O 1.1075 -2.2247 -0.5805 0.01
N 0.4157 -2.2309 2.0769 0.37
N -0.3925 0.8935 1.5937 -0.04
N -1.7700 -1.0417 -0.1048 -0.07
N -0.0183 -0.3003 -2.3131 -0.22
N 1.3473 1.6006 -0.6155 -0.27
C -0.7466 -1.2587 -2.9224 0.23
C -4.8721 -2.1692 1.6352 -0.24
C -2.6387 -1.0409 0.9274 -0.38
C 2.9447 5.6518 0.6483 -0.84
C -3.4705 -2.5341 -0.5435 0.79
C 0.2430 3.2269 4.4427 -1.30
C -3.7266 -1.9885 0.6781 0.70
C 3.6984 3.6551 -2.6719 -1.14
C 0.3499 1.3760 -6.4525 -1.03
C 2.9097 4.7285 -3.4296 -1.03
C 1.8272 -4.1273 2.4476 -0.93
C -4.2493 -3.5289 -1.3529 -1.38
C -1.0439 -2.2284 -5.3487 -1.21
C -3.7149 2.3160 4.2016 -1.14
C 1.4428 2.4892 1.6518 -0.81
C 0.7125 0.3158 -3.2651 0.04
C 1.6822 -3.0735 0.1529 -0.54
C 4.4204 -1.8962 2.4120 -0.90
C 2.8755 3.2898 -0.2635 0.80
C 3.6784 4.3171 0.4727 -1.15
C 0.1739 -2.2260 3.3871 -0.06
C -2.2459 -1.8918 -1.0277 0.17
C 1.0544 0.1462 -5.8685 -1.26
C 1.5927 -4.1063 3.8170 0.74
C -0.4441 -1.2851 -4.3538 0.83
C 1.9167 1.9355 -1.7919 0.03
C 2.2656 -5.0809 4.7813 0.09
C 0.7482 -3.1076 4.2873 -1.09
C -5.3553 -2.8728 -2.1847 -1.16
C -1.4818 0.6611 2.3600 0.34
C 1.8777 2.4101 0.3313 0.45
C -0.1923 4.6518 4.0824 -1.02
C -1.7309 -2.0355 -2.3189 -0.66
C -2.4734 1.5260 4.6313 -1.16
C 1.6252 1.3398 -3.0251 -0.85
C -1.4217 1.4744 3.5677 0.93
C 2.8958 2.9984 -1.5926 0.40
C 4.7891 -1.5100 -0.1977 -0.80
C -2.4969 -0.2549 2.0698 -0.59
C -0.2737 2.1996 3.4850 0.58
C -2.3891 -1.7457 -5.9008 -0.85
C 0.4586 -0.2958 -4.5703 0.59
C 0.3418 1.8424 2.2120 -0.27
C -5.6540 -3.4761 1.5436 -1.50
C 1.2617 -3.1584 1.6240 0.84
H 4.5961 4.1045 -2.2382 0.41
H -2.2806 -0.7685 -6.3757 0.20
H -3.1188 -1.6397 -5.0961 0.08
H -2.7712 0.5113 4.9122 0.34
H 4.0457 2.9008 -3.3836 0.36
H 5.4778 -1.9180 2.6814 0.55
H 0.2417 5.3892 4.7622 0.37
H 3.5160 5.1993 -4.2081 0.40
H -0.3445 -2.3771 -6.1759 0.45
H 2.4838 -4.8637 2.0056 0.49
H -3.2763 -0.3411 2.8186 0.11
H -3.4573 3.3608 4.0156 0.24
H 4.1327 -2.3718 -0.3642 0.14
H 2.1572 1.7278 -3.8881 0.28
H 4.0904 -2.8515 2.0022 0.15
H -5.9267 -3.6133 -2.7507 0.35
H -2.0526 1.9808 5.5315 0.37
H 0.5549 -3.0119 5.3491 0.40
H -6.0475 -2.3220 -1.5430 0.30
H -0.4982 -1.4506 3.7414 0.22
H -0.7009 1.1579 -6.6514 0.23
H -2.7917 -2.4432 -6.6401 0.38
H 3.5624 6.3807 1.1794 0.38
H -4.9264 -2.1566 -2.8884 0.31
H -1.2799 4.7406 4.1285 0.22
H -4.6752 -4.2951 -0.7072 0.47
H 4.7677 -0.8418 -1.0582 0.25
H 2.6768 6.0725 -0.3227 0.21
H 2.1147 0.3767 -5.7300 0.36
H 2.0193 5.5124 1.2104 0.07
H -4.4932 2.2852 4.9687 0.41
H -0.1039 2.9899 5.4516 0.53
H 3.8120 -1.6475 3.2810 0.26
H 0.8170 1.7009 -7.3863 0.39
H 2.5663 5.5061 -2.7449 0.22
H 5.8131 -1.8172 0.0227 0.43
H 3.9529 3.9221 1.4542 0.36
H -5.5653 -1.3274 1.5195 0.34
H -4.1262 1.9114 3.2760 0.26
H 1.9646 3.1938 2.2923 0.26
H -6.3855 -3.5298 2.3529 0.47
H -4.9895 -4.3370 1.6344 0.32
H 0.3834 2.2051 -5.7437 0.21
H -6.1987 -3.5661 0.6029 0.21
H 1.0105 -0.6746 -6.5894 0.35
H -1.1757 -3.2071 -4.8808 0.39
H 4.6165 4.4925 -0.0610 0.45
H 0.1112 4.8983 3.0631 0.20
H -4.4797 -2.0870 2.6516 0.35
H 2.0263 4.2915 -3.8981 0.18
H 1.3345 3.1765 4.4761 0.40
H -3.5634 -4.0526 -2.0221 0.46
H -2.1978 -2.7852 -2.9480 0.08
```

Its multiplicity is 6. As for the expectation value of S²: 8.75. For the relative energy (zero: lowest compared OMol25 entry of this formula, charge and spin), the calculation gives 36.78 kJ/mol. The HOMO-LUMO gap (alpha / beta) comes out at 5.7286 / 5.7054 eV. The charge is -2. The calculation puts the LUMO energy (alpha / beta) at 3.803 / 3.796 eV.

4.
The following is a DFT calculation (wB97M-V/def2-TZVPD) of a 3-piece molecular cluster, C32H25F2NO6P overall at a distorted geometry.

Structure (XYZ):
```
67
Properties=species:S:1:pos:R:3:mulliken_charge:R:1
P 3.9848 3.1318 5.8013 -0.38
F 7.3582 6.6872 6.6067 -0.23
F 2.8011 2.3300 3.5126 -0.34
O -2.0279 3.1014 1.5673 -0.67
O 5.2158 5.5305 4.8164 -0.60
O -1.1299 -6.3685 -6.2794 -0.67
O 5.6208 6.8640 7.9503 -0.52
O -1.0212 -2.0123 0.3087 -0.61
O -2.2764 -1.5541 -4.2151 -0.67
N 6.0542 4.8586 6.8410 -0.31
C -1.3654 -3.7014 -3.8486 0.07
C -2.6046 -0.4171 1.0091 0.24
C -5.1391 0.3343 1.8509 -0.46
C -0.4247 -4.3817 -1.7466 -0.37
C -4.1296 1.2787 1.7846 -0.61
C 2.1733 4.5824 4.0076 -1.20
C -3.0901 -2.0604 -6.8366 -0.51
C -1.7944 1.9517 1.2652 0.49
C -0.1508 -5.6380 -2.2768 -0.70
C 5.1832 4.6852 5.6963 0.25
C -2.1031 -4.2479 -6.6115 0.14
C -1.0300 -3.4157 -2.5315 -0.41
C 2.0673 0.7781 -0.1091 -0.61
C -0.1903 0.1922 0.4576 0.41
C 6.2637 6.1835 7.2140 0.55
C -2.0387 -2.6537 -4.6657 0.46
C -2.4186 -3.0022 -6.0676 0.16
C -1.2458 -0.8456 0.5709 0.53
C -2.4473 -4.5368 -7.9261 -0.55
C 1.0745 -0.1774 0.0190 -0.65
C -2.8612 0.9089 1.3576 0.22
C 0.5471 2.4807 0.6459 -0.56
C -3.1129 -3.5937 -8.6891 -0.46
C -1.0804 -4.9613 -4.3845 0.25
C 3.2993 3.5644 4.0495 0.12
C -4.8874 -0.9848 1.4891 -0.58
C -1.4095 -5.2900 -5.7985 0.62
C -3.4391 -2.3569 -8.1425 -0.48
C -3.6227 -1.3606 1.0724 -0.55
C -0.4742 -5.9272 -3.5919 -0.61
C -0.4535 1.5285 0.7762 0.38
C 1.8025 2.1062 0.1993 -0.52
H 4.5633 2.8261 7.1283 0.05
H 0.3367 3.5089 0.9032 0.47
H -3.4116 -2.3835 0.7932 0.50
H -0.2620 -6.8992 -4.0147 0.47
H 2.5825 2.8491 0.1074 0.40
H 5.6838 4.3336 7.6286 0.36
H 0.3178 -6.3935 -1.6600 0.40
H 2.4526 5.4588 3.4181 0.24
H -2.1901 -5.5029 -8.3372 0.47
H -5.6802 -1.7199 1.5345 0.40
H 4.1040 3.8494 3.3689 0.27
H 3.0541 0.4879 -0.4435 0.40
H -3.3320 -1.1011 -6.4008 0.48
H 3.0280 4.0456 6.4739 -0.01
H -1.2468 -2.4407 -2.1206 0.60
H 1.2875 4.1423 3.5400 0.29
H 1.8897 4.9271 5.0050 0.36
H -3.3813 -3.8209 -9.7124 0.39
H -0.1736 -4.1476 -0.7213 0.49
H 3.0425 2.0219 5.9271 0.13
H -3.9657 -1.6234 -8.7386 0.39
H 4.9909 2.2721 5.1435 -0.02
H -6.1269 0.6250 2.1837 0.39
H 1.2714 -1.2142 -0.2153 0.50
H -4.3116 2.3079 2.0605 0.48
```

The HOMO-LUMO gap comes out at 4.3311 eV. The charge is -1. The calculation puts the LUMO energy at 0.235 eV.